1.
ORCA calculation (wB97M-V/def2-TZVPD) on a 2-piece molecular cluster, C6H10ClNOS overall in a non-equilibrium geometry.

* energy: -33275.2821 eV
* multiplicity: 1
* Kohn-Sham gap (spin up / spin down): 7.15 / 7.21 eV
* lowest unoccupied orbital energy (spin up / spin down): -0.37 / -0.35 eV
* ΔE to the lowest compared entry with this formula, charge and spin: 30.9 kcal per mole

Geometry as XYZ:
```
20
Properties=species:S:1:pos:R:3:forces:R:3:mulliken_charge:R:1
Cl -1.102 -0.953 2.872 0.0 -0.1 0.5 -0.1993
S -1.001 1.945 -0.389 1.0 2.0 -1.0 -0.0805
O 2.222 0.589 1.596 -0.8 0.9 -0.2 -0.6495
N 1.490 -1.497 1.252 1.0 2.7 -1.2 -0.4149
C 0.501 2.089 -1.502 -5.4 0.7 -3.3 -0.7573
C -2.155 -0.636 -0.101 0.4 1.8 -4.6 -0.5958
C -0.085 0.225 2.146 0.1 -0.8 -2.9 -0.5450
C -0.878 -0.809 -1.008 0.3 -0.7 -1.6 -0.5585
C -1.081 0.330 -0.105 1.8 -1.1 2.0 0.4435
C 1.256 -0.159 1.668 1.2 -1.5 0.2 0.6732
H -0.880 -0.614 -2.156 -0.8 0.2 2.1 0.2559
H 0.358 3.181 -1.797 0.7 -1.5 0.1 0.2951
H 1.418 1.874 -1.132 2.6 -0.7 1.6 0.3077
H -3.055 -0.371 -0.664 0.2 0.1 0.3 0.2261
H 2.478 -1.684 1.087 -0.4 0.3 0.2 0.2343
H -2.342 -1.159 0.727 -0.3 -2.4 3.0 0.2482
H -0.114 -1.612 -0.955 -0.6 0.6 1.2 0.2174
H 1.039 -2.188 1.723 -1.7 -2.3 1.4 0.1972
H -0.192 1.247 2.454 -0.2 0.1 0.2 0.4821
H 0.209 1.395 -2.428 1.0 1.7 1.9 0.2200
```
Forces are in eV/Å.

---

2.
ORCA calculation (wB97M-V/def2-TZVPD) on C6H10F6N2O8S3V as an isolated structure.

* energy: -100233.1368 eV
* multiplicity: 3
* Kohn-Sham gap (spin up / spin down): 9.00 / 10.48 eV
* lowest unoccupied orbital energy (spin up / spin down): -5.15 / -4.15 eV
* net charge: +1
* ΔE to the lowest compared entry with this formula, charge and spin: 0.0 kcal per mole

Geometry as XYZ:
```
36
Properties=species:S:1:pos:R:3:forces:R:3:mulliken_spin:R:1
V -0.987 0.524 -0.900 0.0 -0.2 0.2 2.0140
S -0.841 -1.708 -2.282 0.1 0.0 0.1 0.0076
S 1.672 -0.986 -2.036 0.0 0.1 0.0 -0.0007
S 0.115 1.542 1.981 0.1 0.1 0.0 0.0107
F -1.593 -4.161 -2.623 0.0 0.0 0.0 0.0003
F -1.350 -3.027 -4.455 0.0 0.0 0.0 0.0002
F -3.052 -2.650 -3.165 0.0 0.0 0.0 -0.0004
F 1.257 1.172 -3.501 0.0 0.0 0.0 0.0016
F 1.500 -0.648 -4.647 0.0 0.0 0.0 0.0000
F 3.214 0.283 -3.713 0.0 0.0 0.0 0.0001
O -2.786 3.205 -2.417 -0.1 0.0 0.1 0.0153
O -0.763 0.732 0.974 -0.1 -0.1 -0.2 0.0161
O 2.925 -1.492 -1.628 0.0 0.0 0.0 -0.0018
O 1.015 -0.026 -1.099 -0.2 0.2 -0.1 -0.0099
O -1.330 -1.657 -0.896 -0.1 0.0 0.1 0.0060
O -0.958 2.478 -1.470 0.0 -0.3 -0.1 -0.0152
O -2.738 1.288 -1.368 0.3 -0.1 0.0 -0.0356
O -1.116 -0.375 -2.860 0.0 0.1 0.0 -0.0040
N -2.204 2.401 -1.796 0.1 0.3 0.0 -0.0055
N 0.645 -2.133 -2.433 -0.1 0.0 0.0 -0.0013
C -0.037 1.835 4.703 0.0 0.0 0.0 -0.0010
C 1.215 -0.963 2.579 0.0 0.0 0.0 0.0010
C -0.810 1.315 3.500 0.0 0.0 0.0 0.0018
C 1.545 0.472 2.211 -0.1 0.0 0.0 0.0004
C 1.927 0.035 -3.604 0.1 0.0 0.0 0.0010
C -1.785 -3.005 -3.217 0.0 0.0 0.0 0.0005
H 0.476 -1.388 1.901 0.0 0.0 0.0 0.0000
H -1.728 1.879 3.331 0.0 0.0 0.0 0.0003
H -0.688 1.805 5.574 0.0 0.0 0.0 -0.0001
H 2.123 -1.559 2.499 0.0 0.0 0.0 -0.0001
H -1.056 0.255 3.564 0.0 0.0 0.0 -0.0008
H 2.161 0.981 2.955 0.0 0.0 0.0 -0.0002
H 0.852 -1.052 3.602 0.0 0.0 0.0 0.0001
H 0.836 1.221 4.922 0.0 0.0 0.0 -0.0002
H 0.284 2.868 4.564 0.0 0.0 0.0 0.0000
H 2.061 0.544 1.252 0.0 0.0 0.0 -0.0004
```
Forces are in eV/Å.

---

3.
ORCA calculation (wB97M-V/def2-TZVPD) on C6H10FP as an isolated structure in a non-equilibrium geometry.

* energy: -18388.2285 eV
* multiplicity: 1
* Kohn-Sham gap: 8.58 eV
* lowest unoccupied orbital energy: 0.59 eV
* ΔE to the lowest compared entry with this formula, charge and spin: 42.1 kcal per mole

Geometry as XYZ:
```
18
Properties=species:S:1:pos:R:3:forces:R:3:mulliken_charge:R:1
P 2.703 0.112 -0.311 -2.8 2.3 -2.1 0.2033
F 2.624 -0.140 1.233 0.1 -0.1 1.3 -0.2257
C 0.800 1.612 -0.603 2.8 -0.2 6.0 -1.2663
C -0.875 -1.622 0.489 -2.4 -1.0 0.8 -1.6216
C 1.299 -1.006 -0.747 0.2 0.8 0.1 -1.1595
C -1.541 1.203 0.478 -0.4 1.5 1.0 -1.2058
C -0.166 0.714 0.172 0.6 -0.6 -2.0 0.9941
C 0.065 -0.600 0.006 0.8 0.0 1.6 0.8277
H -2.137 1.171 -0.486 0.3 0.0 1.2 0.2744
H -2.047 0.586 1.320 0.7 1.3 -1.5 0.2960
H -1.787 -1.649 -0.181 0.8 -0.2 0.5 0.2755
H 1.715 -1.985 -0.724 -0.4 -1.3 0.7 0.5277
H 1.032 2.667 -0.193 -0.6 -1.8 -0.9 0.3218
H 0.881 -0.898 -1.727 0.8 0.3 -1.4 0.3899
H 0.688 1.498 -1.591 -0.3 0.1 -3.9 0.3979
H -1.407 2.321 0.765 -0.8 -1.9 -0.2 0.3315
H -0.546 -2.690 0.617 0.1 1.2 -0.3 0.3652
H -1.300 -1.293 1.483 0.5 -0.5 -0.9 0.2739
```
Forces are in eV/Å.

---

4.
ORCA calculation (wB97M-V/def2-TZVPD) on an isolated ion of composition C6H10N and charge +1 in a non-equilibrium geometry.

* energy: -7862.9949 eV
* multiplicity: 1
* Kohn-Sham gap: 9.66 eV
* lowest unoccupied orbital energy: -4.20 eV
* net charge: +1
* ΔE to the lowest compared entry with this formula, charge and spin: 77.3 kcal per mole
* SMILES: CC1=C[N+]1=C(C)C

Geometry as XYZ:
```
17
Properties=species:S:1:pos:R:3:forces:R:3:mulliken_charge:R:1
N 0.564 0.410 0.486 -1.5 0.3 -1.5 -0.0482
C 1.369 0.332 1.745 -2.1 -2.5 -2.3 -0.1380
C 0.612 -0.690 1.253 2.6 0.3 3.7 0.4265
C 0.157 -2.065 1.373 -2.1 -0.4 -2.7 -1.2471
C -0.048 2.126 -1.091 0.9 -0.4 2.7 -1.2681
C -0.956 -0.123 -1.433 0.1 -4.1 2.0 -1.3093
C -0.115 0.740 -0.539 0.4 1.6 -1.4 0.9569
H 2.235 0.856 2.100 -0.1 0.1 0.3 0.3610
H -1.750 -0.649 -0.783 1.2 0.3 -0.9 0.3866
H 0.844 -2.649 1.819 3.2 -1.7 1.3 0.4214
H -0.145 -2.623 0.433 0.5 1.2 0.7 0.3136
H -1.562 0.445 -2.083 -0.1 0.8 -1.0 0.3897
H 0.375 1.935 -2.084 -0.3 1.4 0.0 0.3806
H -0.347 -0.968 -2.004 -1.2 1.9 1.2 0.3161
H -1.057 2.468 -0.923 -0.6 0.4 -1.3 0.3834
H 0.461 2.751 -0.312 0.5 -0.2 -1.4 0.3092
H -0.636 -2.295 2.042 -1.3 0.9 0.6 0.3658
```
Forces are in eV/Å.

---

5.
ORCA calculation (wB97M-V/def2-TZVPD) on a 2-piece molecular cluster, C6H10N overall in a non-equilibrium geometry.

* energy: -7857.5351 eV
* multiplicity: 1
* Kohn-Sham gap (spin up / spin down): 7.96 / 8.67 eV
* lowest unoccupied orbital energy (spin up / spin down): -7.05 / -6.26 eV
* net charge: +1
* ΔE to the lowest compared entry with this formula, charge and spin: 203.2 kcal per mole

Geometry as XYZ:
```
17
Properties=species:S:1:pos:R:3:forces:R:3:mulliken_charge:R:1
N -0.039 0.263 0.323 1.0 -0.7 -1.3 0.1115
C 4.457 -0.522 0.695 3.3 0.0 0.7 0.8794
C 3.295 -0.522 0.461 -3.3 0.0 -0.8 -0.9229
C 0.624 -1.239 -1.679 -4.5 1.4 -1.1 -1.0994
C 0.586 0.974 1.478 -2.6 -0.6 2.9 -0.6820
C 0.692 -0.440 -0.480 1.9 0.4 2.8 0.8707
C -1.457 0.529 0.062 -0.7 0.7 -2.3 -0.7672
H 1.789 -0.450 -0.051 -0.2 -0.1 -0.2 -0.1503
H -0.421 -1.100 -2.151 1.4 -0.9 0.7 0.2806
H 0.927 -2.253 -1.620 0.3 -0.9 0.5 0.3550
H -0.046 0.668 2.469 1.3 0.8 -2.5 0.3010
H 1.212 -0.747 -2.392 1.5 0.7 -1.1 0.3755
H -2.068 0.260 0.912 -0.1 -0.4 0.1 0.3186
H -1.570 1.625 -0.103 0.1 -0.7 0.3 0.3567
H -1.796 0.055 -0.953 0.7 0.6 2.3 0.2279
H 1.606 0.748 1.748 0.3 -0.5 -0.7 0.2149
H 0.480 2.040 1.324 -0.1 0.1 -0.1 0.3301
```
Forces are in eV/Å.

---

6.
ORCA calculation (wB97M-V/def2-TZVPD) on an isolated ion of composition C6H10N and charge +1 in a non-equilibrium geometry.

* energy: -7861.2819 eV
* multiplicity: 1
* Kohn-Sham gap: 10.72 eV
* lowest unoccupied orbital energy: -3.37 eV
* net charge: +1
* ΔE to the lowest compared entry with this formula, charge and spin: 116.8 kcal per mole

Geometry as XYZ:
```
17
Properties=species:S:1:pos:R:3:forces:R:3:mulliken_charge:R:1
N -0.506 -0.094 -0.327 0.8 2.6 1.0 0.4277
C -1.109 -0.677 -1.469 0.4 -2.6 -1.3 -0.8980
C 0.858 -0.373 -0.298 0.8 1.0 4.3 -0.3306
C -1.259 0.213 0.942 0.8 -2.3 0.3 -0.9629
C 1.524 -0.070 1.029 0.0 -0.6 1.3 -0.6243
C 1.425 1.153 0.183 -1.3 0.2 0.8 0.2572
C 0.320 1.320 -0.640 -1.0 -0.6 -1.1 -0.7083
H -0.968 1.173 1.292 -0.6 1.0 -0.1 0.4082
H -1.536 -1.648 -1.163 0.9 -0.2 -0.3 0.4356
H 2.545 -0.465 1.287 -1.1 0.5 -0.8 0.3284
H -0.918 -0.470 1.722 -0.2 -0.3 -0.2 0.3903
H 2.099 1.920 -0.074 1.7 0.3 0.0 0.4644
H 0.851 -0.154 1.962 1.3 0.3 -1.8 0.1384
H 1.319 -0.841 -1.059 1.3 -1.8 -2.5 0.5491
H -2.290 -0.031 0.811 -0.7 0.6 -0.3 0.3907
H -0.409 -0.714 -2.350 -0.5 -0.3 1.2 0.3138
H -1.947 -0.243 -1.846 -2.3 2.3 -0.6 0.4204
```
Forces are in eV/Å.